[1]
{
  "formula": "C7H14NS",
  "method": "ωB97M-V/def2-TZVPD",
  "species": ["C", "C", "C", "C", "C", "C", "C", "N", "S", "H", "H", "H", "H", "H", "H", "H", "H", "H", "H", "H", "H", "H", "H"],
  "coordinates": [[0.38921, 1.24387, 0.06833], [1.32449, 2.16497, 0.28137], [-1.10454, 1.47440, 0.32039], [-1.63728, 0.27205, 1.08093], [-0.19763, -1.03391, -0.19529], [0.08295, -2.47597, 0.30424], [1.63517, 0.05145, -1.72198], [0.91018, -0.15373, -0.34660], [-3.38201, 0.14811, 0.87483], [2.37852, 2.01248, 0.23602], [1.18931, 3.20770, 0.38955], [-1.34393, 2.44553, 0.87050], [-1.74563, 1.61158, -0.57625], [-1.24725, 0.01324, 2.04667], [-0.91510, -1.03715, -1.13303], [0.89278, -2.48145, 1.00176], [0.36362, -3.18940, -0.44924], [-0.79605, -2.90612, 0.79728], [2.77536, 0.06197, -1.51235], [1.35828, -0.84779, -2.37786], [1.16088, 1.00980, -2.07125], [1.54959, -0.50951, 0.45113], [-3.64093, -1.08211, 1.66084]],
  "mulliken_charge": [0.390, -1.052, -0.932, -0.152, -0.328, -1.276, -0.714, 0.224, -0.168, 0.296, 0.369, 0.419, 0.411, 0.435, 0.319, 0.379, 0.358, 0.337, 0.297, 0.344, 0.355, 0.498, 0.193],
  "relative_energy_kcal_mol": 80.78,
  "total_energy_ha": -727.653579,
  "molar_mass_da": 144.3,
  "total_charge": 1,
  "spin_multiplicity": 1,
  "homo_ev": [-12.0, -12.0],
  "gap_ha": [0.3156, 0.3155],
  "e_lumo_ev": [-3.402, -3.403]
}

[2]
{
  "formula": "C46H64Cl4LaN3O3P3Te",
  "method": "ωB97M-V/def2-TZVPD",
  "species": ["La", "Te", "C", "C", "C", "N", "C", "C", "C", "P", "C", "C", "C", "C", "C", "C", "C", "C", "C", "C", "C", "C", "P", "C", "C", "C", "C", "C", "C", "C", "C", "C", "C", "C", "C", "H", "H", "H", "H", "H", "H", "H", "H", "H", "H", "H", "H", "H", "H", "H", "H", "H", "H", "H", "H", "H", "H", "H", "H", "O", "H", "H", "O", "H", "H", "Cl", "C", "Cl", "H", "H", "Cl", "C", "Cl", "H", "H", "C", "C", "N", "O", "H", "H", "H", "H", "H", "C", "C", "C", "C", "P", "N", "C", "C", "C", "C", "C", "C", "C", "C", "H", "H", "H", "H", "H", "H", "H", "H", "H", "H", "H", "H", "H", "H", "H", "H", "H", "H", "H", "H", "H", "H", "H", "H", "H", "H", "H"],
  "coordinates": [[-0.79070, 0.12912, -0.01551], [4.07759, -1.77819, 0.60741], [5.02771, -2.80837, 2.18470], [6.26898, -2.40812, 2.65847], [6.82542, -3.08549, 3.73661], [6.23730, -4.09957, 4.36016], [5.05060, -4.48038, 3.89466], [4.41177, -3.87978, 2.82228], [2.18681, -1.68302, 1.32998], [1.56117, -0.15183, 1.98076], [2.79656, 1.17856, 1.89035], [2.64106, 2.20971, 0.96762], [3.59139, 3.21300, 0.84044], [4.71532, 3.19973, 1.65420], [4.87438, 2.18984, 2.59294], [3.92334, 1.19011, 2.71061], [1.42052, -0.35840, 3.79603], [0.65643, 0.52436, 4.55651], [0.55237, 0.37166, 5.93218], [1.23478, -0.65642, 6.56698], [2.02157, -1.52404, 5.82177], [2.10743, -1.38088, 4.44703], [0.86932, -2.45140, 0.38333], [-0.23721, -3.24922, 1.62448], [0.23166, -3.65146, 2.87230], [-0.63422, -4.15812, 3.82956], [-1.98867, -4.27108, 3.55209], [-2.47186, -3.88632, 2.30659], [-1.59986, -3.38088, 1.35115], [1.51183, -3.85420, -0.55622], [1.94368, -3.63920, -1.86397], [2.46418, -4.67397, -2.62128], [2.55285, -5.94932, -2.07557], [2.11385, -6.17852, -0.78098], [1.59526, -5.13748, -0.02414], [6.80460, -1.57487, 2.22092], [7.79218, -2.77974, 4.12282], [4.58502, -5.31869, 4.40380], [3.44514, -4.24209, 2.49270], [1.74901, 2.27451, 0.34474], [3.44600, 4.00999, 0.12257], [5.45870, 3.98081, 1.56738], [5.74609, 2.17967, 3.23377], [4.06558, 0.40297, 3.44139], [0.15496, 1.35934, 4.07503], [-0.04926, 1.06232, 6.50867], [1.16220, -0.77710, 7.63963], [2.57476, -2.31336, 6.31515], [2.71794, -2.05116, 3.85389], [1.28570, -3.53108, 3.08096], [-0.25533, -4.45967, 4.79743], [-2.66791, -4.66112, 4.29841], [-3.52545, -3.98358, 2.07415], [-1.98948, -3.07035, 0.38697], [1.87148, -2.64707, -2.29707], [2.80725, -4.48870, -3.63081], [2.96528, -6.76074, -2.65983], [2.17559, -7.17230, -0.35719], [1.24734, -5.32968, 0.98243], [-1.73939, -0.44033, 2.45340], [-2.22170, -1.26895, 2.58025], [-1.13817, -0.34674, 3.20793], [1.57898, 0.18590, -1.27575], [2.15306, 0.96326, -1.24711], [1.73810, -0.21560, -2.13713], [-0.72414, 2.78673, 1.88607], [-1.94407, 3.57392, 2.93088], [-3.42347, 2.64349, 3.04151], [-2.15040, 4.54008, 2.48497], [-1.49235, 3.66071, 3.91228], [-3.80768, 0.11362, 0.16865], [-5.22977, -0.98037, 0.13502], [-4.82998, -2.59363, -0.41366], [-5.92726, -0.52224, -0.55576], [-5.61393, -1.02598, 1.14680], [-1.72085, -3.99106, -2.25333], [-1.54006, -2.52942, -2.53076], [-1.25015, -2.16649, -3.78419], [-1.64446, -1.68428, -1.63163], [-1.64942, -4.61003, -3.14468], [-2.69187, -4.14001, -1.78347], [-0.94885, -4.29579, -1.54594], [-1.16166, -2.85044, -4.51411], [-1.15938, -1.18716, -4.00538], [-0.47795, 4.76167, -4.23233], [-0.35734, 3.89828, -2.97056], [-0.07869, 4.82240, -1.77117], [0.90202, 3.02469, -3.11772], [-1.82995, 2.80378, -2.51262], [-1.36172, 1.74572, -1.42572], [-3.21152, 3.91090, -1.86382], [-4.54732, 3.14808, -1.85147], [-3.43638, 5.22169, -2.62839], [-2.93096, 4.24263, -0.39206], [-2.44153, 1.90092, -4.05143], [-3.34125, 0.72349, -3.64173], [-3.18722, 2.74487, -5.09375], [-1.22558, 1.27507, -4.75190], [0.41889, 5.38259, -4.30661], [-1.33242, 5.43285, -4.22998], [-0.51756, 4.16001, -5.13907], [0.88550, 5.30754, -1.93572], [-0.02292, 4.26054, -0.83677], [-0.81708, 5.61181, -1.65771], [1.77821, 3.64442, -2.91741], [1.02167, 2.62023, -4.11906], [0.87858, 2.20056, -2.40756], [-4.97807, 3.01311, -2.84012], [-5.25814, 3.73912, -1.27023], [-4.45189, 2.17512, -1.37267], [-3.63536, 5.07314, -3.68834], [-2.60689, 5.91764, -2.53021], [-4.31572, 5.71255, -2.20332], [-2.74083, 3.33260, 0.17309], [-3.82097, 4.72637, 0.01687], [-2.08782, 4.91480, -0.25185], [-4.33506, 1.03203, -3.33361], [-2.89924, 0.13803, -2.83529], [-3.46625, 0.07858, -4.51637], [-4.15291, 3.09515, -4.73727], [-3.38151, 2.11904, -5.96930], [-2.62101, 3.60762, -5.43739], [-0.57345, 0.75964, -4.04186], [-0.62167, 2.00200, -5.28883], [-1.59184, 0.56086, -5.49503]],
  "mulliken_charge": [1.942, 0.296, 0.227, -0.437, -0.386, -0.628, -0.444, 0.017, -0.419, 0.992, 0.276, 0.805, -1.191, -0.731, -0.823, -0.447, 0.866, -0.861, -0.532, -0.876, -0.593, -0.711, -0.262, 1.097, -0.276, -0.818, -1.015, -0.383, -0.347, 0.381, -0.034, -0.797, -0.623, -0.740, -0.510, 0.373, 0.367, 0.383, 0.327, -0.083, 0.531, 0.402, 0.451, 0.420, 0.377, 0.454, 0.402, 0.512, 0.376, 0.425, 0.498, 0.394, 0.469, -0.468, 0.270, 0.477, 0.401, 0.452, 0.335, -0.281, 0.110, 0.139, -0.470, 0.103, 0.145, 0.030, -0.712, -0.107, 0.419, 0.465, -0.066, -0.656, -0.095, 0.398, 0.421, -0.616, 0.345, -0.348, 0.189, 0.512, 0.098, 0.043, 0.205, -0.068, -1.990, 2.272, -2.094, -1.668, -0.330, 0.721, 2.605, -1.892, -2.070, -1.679, 2.550, -1.667, -1.898, -2.105, 0.512, 0.281, 0.351, 0.661, 0.291, 0.306, 0.621, 0.320, 0.134, 0.286, 0.638, 0.070, 0.266, 0.352, 0.536, -0.128, 0.574, 0.301, 0.253, 0.023, 0.568, 0.284, 0.535, 0.305, 0.108, 0.298, 0.741],
  "relative_energy_kcal_mol": 0.00,
  "total_energy_ha": -5345.583261,
  "molar_mass_da": 1208.3,
  "total_charge": 1,
  "spin_multiplicity": 1,
  "homo_ev": -8.6,
  "gap_ha": 0.2446,
  "e_lumo_ev": -1.995
}

[3]
{
  "formula": "C18H19BeN2O4SSe2",
  "method": "ωB97M-V/def2-TZVPD",
  "species": ["Be", "C", "Se", "C", "C", "Se", "C", "H", "H", "H", "H", "H", "H", "H", "H", "H", "H", "O", "C", "O", "C", "C", "C", "C", "C", "C", "N", "O", "O", "H", "H", "H", "H", "S", "C", "N", "C", "C", "C", "C", "C", "C", "H", "H", "H", "H", "H"],
  "coordinates": [[0.94944, -0.17717, 0.62131], [3.17687, -1.15598, -1.57886], [3.23152, -0.31453, 0.17014], [3.34384, -1.97594, 1.20001], [2.88390, -1.76604, 2.62561], [1.00828, -1.22456, 2.78160], [0.19014, -2.95059, 2.42640], [2.25444, -1.72434, -1.67336], [4.04694, -1.80144, -1.65971], [3.23138, -0.37629, -2.33393], [4.38495, -2.29694, 1.19071], [2.73670, -2.70961, 0.66890], [3.45793, -0.98934, 3.13002], [2.98765, -2.68564, 3.20018], [0.57273, -3.65140, 3.16333], [0.40368, -3.28163, 1.41377], [-0.88178, -2.82900, 2.56203], [-0.11931, -3.13180, -1.11423], [-0.52832, -2.04380, -0.77771], [0.24814, -1.11584, -0.27179], [-1.95915, -1.63565, -0.91010], [-2.93352, -2.59206, -1.17996], [-4.26827, -2.22329, -1.26159], [-4.64209, -0.90052, -1.07345], [-3.65640, 0.03410, -0.80628], [-2.32285, -0.31183, -0.72571], [-4.02731, 1.43633, -0.56685], [-3.16153, 2.17159, -0.12162], [-5.19008, 1.74126, -0.69410], [-2.63100, -3.61986, -1.32983], [-5.02221, -2.96928, -1.47028], [-5.67536, -0.58917, -1.12400], [-1.58428, 0.45195, -0.53256], [-0.81511, 3.46238, 1.79275], [-0.37667, 1.83072, 1.75539], [0.42956, 1.46188, 0.79205], [0.74137, 2.54406, -0.03145], [1.51523, 2.52434, -1.19244], [1.70666, 3.70348, -1.87728], [1.13319, 4.90347, -1.43735], [0.34395, 4.93483, -0.30864], [0.15205, 3.74235, 0.38359], [-0.75074, 1.13509, 2.49212], [1.93383, 1.59992, -1.56730], [2.30588, 3.70232, -2.77742], [1.29683, 5.81212, -1.99947], [-0.12110, 5.85132, 0.02739]],
  "mulliken_charge": [-0.401, -0.948, 0.231, -0.591, -0.933, 0.190, -1.006, 0.233, 0.405, 0.372, 0.481, 0.331, 0.436, 0.462, 0.396, 0.291, 0.328, -0.650, 0.109, 0.448, 0.515, -0.846, -0.499, -0.601, 0.027, -0.026, 0.951, -0.547, -0.590, 0.502, 0.423, 0.502, 0.296, -0.127, -0.041, 0.503, -0.113, -0.581, -0.850, -0.527, -0.575, 0.997, 0.368, 0.407, 0.423, 0.401, 0.425],
  "total_energy_ha": -6323.439849,
  "molar_mass_da": 526.4,
  "total_charge": 1,
  "spin_multiplicity": 1,
  "homo_ev": -12.3,
  "gap_ha": 0.3420,
  "e_lumo_ev": -3.016
}